<1>
The molecule C5H6Si. Source: the Open Molecules 2025 dataset; level of theory: wB97M-V/def2-TZVPD.

HOMO level	-8.0	eV
Kohn-Sham gap	7.81	eV

Structure (XYZ):
```
12
Properties=species:S:1:pos:R:3:nbo_charge:R:1
C 0.94 -0.04 -0.75 -0.315
C 0.40 -1.24 -0.19 -0.278
C 0.71 1.38 -0.71 -0.123
C -0.83 -1.77 0.59 -0.745
C -0.36 1.46 0.23 -0.787
Si -1.21 0.02 0.77 1.259
H 1.79 -0.28 -1.32 0.204
H 0.94 -2.05 -0.55 0.220
H 1.35 2.16 -1.05 0.229
H -0.48 -2.73 1.06 0.274
H -0.75 2.29 0.78 0.233
H -2.51 0.81 1.13 -0.170
```


<2>
The molecule C5H6Si. Source: the Open Molecules 2025 dataset; level of theory: wB97M-V/def2-TZVPD.

HOMO level (alpha / beta)	-8.1 / -7.9	eV
Kohn-Sham gap (alpha / beta)	7.18 / 7.51	eV

Structure (XYZ):
```
12
Properties=species:S:1:pos:R:3:nbo_charge:R:1
C 0.03 1.10 -0.93 -0.102
C -0.81 0.12 -1.60 -0.448
C 1.18 -0.54 2.22 -0.520
C 1.50 -1.08 1.04 -0.615
C -1.03 0.62 -0.16 -0.591
Si -0.33 -0.81 0.99 0.973
H 1.04 1.28 -0.88 0.208
H -1.34 0.36 -2.43 0.210
H 1.69 -0.08 3.05 0.213
H 2.41 -1.35 0.49 0.213
H -1.93 1.12 0.31 0.269
H -0.64 -1.02 -1.74 0.189
```


<3>
The molecule C5H6Si. Source: the Open Molecules 2025 dataset; level of theory: wB97M-V/def2-TZVPD.

HOMO level	-8.8	eV
Kohn-Sham gap	9.92	eV
structure (SMILES)	C1=CC1[SiH]1C=C1

Structure (XYZ):
```
12
Properties=species:S:1:pos:R:3:nbo_charge:R:1
C -2.30 -0.34 0.34 -0.170
C -1.87 0.79 -0.10 -0.160
C 2.06 0.83 0.35 -0.555
C 2.32 -0.22 -0.51 -0.536
C -1.01 -0.36 -0.54 -0.704
Si 0.66 -0.42 0.40 1.215
H -2.66 -1.13 0.96 0.245
H -2.01 1.72 -0.49 0.221
H 2.51 1.80 0.62 0.220
H 3.24 -0.71 -0.89 0.223
H -1.18 -0.80 -1.70 0.195
H 0.24 -1.13 1.58 -0.193
```


Most stable to least stable: <1>, <3>, <2>


<1>
A cluster of 2 separate species, C3H3F3O in total. Source: the Open Molecules 2025 dataset; level of theory: wB97M-V/def2-TZVPD.

multiplicity	3
HOMO level (alpha / beta)	-8.1 / -11.0	eV
<S²>	2.007
Kohn-Sham gap (alpha / beta)	8.79 / 8.51	eV

Structure (XYZ):
```
10
Properties=species:S:1:pos:R:3:nbo_charge:R:1
C -0.06 0.46 0.96 -0.554
C -0.01 -0.79 0.12 0.377
C 0.90 0.28 -0.19 0.587
O -1.82 -0.76 -1.33 -0.368
F 0.17 -1.98 0.52 -0.280
F 0.75 1.09 -1.26 -0.321
F 2.22 0.14 0.20 -0.333
H -0.80 1.22 0.83 0.231
H 0.33 0.24 1.99 0.238
H -1.68 0.09 -1.84 0.423
```


<2>
The molecule C3H3F3O. Source: the Open Molecules 2025 dataset; level of theory: wB97M-V/def2-TZVPD.

multiplicity	3
HOMO level (alpha / beta)	-5.9 / -12.5	eV
<S²>	2.006
Kohn-Sham gap (alpha / beta)	6.79 / 9.82	eV

Structure (XYZ):
```
10
Properties=species:S:1:pos:R:3:nbo_charge:R:1
C -0.36 -0.32 -1.81 -0.385
C -0.46 0.28 -0.66 0.552
C 0.27 0.01 1.54 0.776
O -0.58 -0.46 0.61 -0.497
F -0.30 1.63 -0.49 -0.317
F 0.02 -0.60 2.68 -0.312
F 1.48 -0.51 1.10 -0.368
H -0.24 0.25 -2.73 0.208
H -0.13 -1.37 -1.88 0.205
H 0.30 1.10 1.64 0.138
```


Most stable to least stable: <2>, <1>


<1>
A cluster of 2 separate species, C4H8O3S in total. Source: the Open Molecules 2025 dataset; level of theory: wB97M-V/def2-TZVPD.

HOMO level	-9.1	eV
Kohn-Sham gap	7.89	eV

Structure (XYZ):
```
16
Properties=species:S:1:pos:R:3:nbo_charge:R:1
C -1.88 -0.55 -0.57 -0.104
C -0.62 -0.08 -0.05 0.188
C 0.04 1.11 -0.45 0.070
C 0.75 -0.14 -0.86 -0.392
H -4.06 -0.05 -0.73 0.435
H -1.73 -1.62 -0.57 0.173
H -2.08 -0.01 -1.52 0.174
H -0.94 -0.57 1.82 0.484
H -0.46 1.52 -1.29 0.192
H 0.96 1.48 1.16 0.484
H 0.72 -0.55 -1.84 0.223
H 1.83 -1.47 0.72 0.131
O -2.94 -0.22 0.26 -0.651
O -0.26 -0.71 1.19 -0.720
O 0.53 2.06 0.43 -0.675
S 2.33 -0.61 -0.08 -0.010
```


<2>
The molecule C4H8O3S. Source: the Open Molecules 2025 dataset; level of theory: wB97M-V/def2-TZVPD.

HOMO level (alpha / beta)	-8.7 / -8.5	eV
Kohn-Sham gap (alpha / beta)	8.47 / 8.52	eV

Structure (XYZ):
```
16
Properties=species:S:1:pos:R:3:nbo_charge:R:1
C 1.72 -0.49 0.24 -0.537
C 1.85 -0.69 -1.18 -0.287
C 0.48 0.43 0.36 0.051
C -2.14 -0.17 1.12 -0.805
O -1.05 -1.31 -1.17 -0.921
O -1.65 1.09 -1.13 -0.962
O 0.83 1.73 0.37 -0.671
S -1.10 -0.05 -0.44 2.060
H 1.68 -1.39 0.69 0.219
H 2.59 -0.02 0.81 0.231
H 2.28 0.24 -1.75 0.173
H 0.96 -1.17 -1.60 0.216
H -2.78 -1.02 0.96 0.245
H -1.39 -0.23 1.87 0.236
H -2.66 0.74 1.11 0.242
H 0.38 2.31 -0.27 0.509
```


<3>
The molecule C4H8O3S. Source: the Open Molecules 2025 dataset; level of theory: wB97M-V/def2-TZVPD.

HOMO level	-9.4	eV
Kohn-Sham gap	9.80	eV
structure (SMILES)	O=CSCOCCO

Structure (XYZ):
```
16
Properties=species:S:1:pos:R:3:nbo_charge:R:1
C -2.39 -0.01 0.09 -0.090
C -1.20 -0.45 1.01 -0.144
C 0.25 -1.04 -0.82 -0.129
C 1.64 1.19 0.29 0.222
H -1.42 1.66 -0.33 0.496
H -2.75 -0.94 -0.53 0.191
H -3.31 0.43 0.75 0.163
H -0.56 0.49 1.01 0.212
H -1.49 -0.75 2.02 0.203
H 0.48 -1.80 -1.57 0.210
H -0.26 -0.20 -1.27 0.242
H 2.65 1.74 0.41 0.168
O -1.94 0.92 -0.85 -0.739
O -0.46 -1.53 0.33 -0.539
O 0.51 1.73 0.17 -0.620
S 2.00 -0.48 -0.07 0.155
```


Most stable to least stable: <3>, <2>, <1>


<1>
A structure of composition C8H12N2O2. Source: the Open Molecules 2025 dataset; level of theory: wB97M-V/def2-TZVPD.

HOMO level	-8.9	eV
Kohn-Sham gap	8.77	eV

Structure (XYZ):
```
24
Properties=species:S:1:pos:R:3:nbo_charge:R:1
C 3.37 1.21 0.31 -0.422
C 0.08 0.16 -0.60 0.132
C -1.33 0.86 -0.88 -0.446
C -2.14 0.89 0.45 -0.437
C -2.42 -0.45 0.96 -0.072
C 0.09 -1.27 -0.65 -0.212
C 1.36 -1.75 -0.35 -0.219
C 2.49 -1.01 0.02 0.537
H 3.32 1.99 1.13 0.210
H 4.01 0.70 0.82 0.241
H 3.51 1.90 -0.41 0.221
H -1.21 2.08 -1.15 0.241
H -2.00 0.54 -2.00 0.239
H -1.60 1.30 1.22 0.227
H -3.21 1.65 -0.08 0.190
H -1.42 -1.15 1.28 0.229
H -3.56 -0.50 1.83 0.165
H -3.77 -0.77 -0.44 0.456
H -0.84 -1.96 -1.25 0.290
H 1.25 -2.71 -0.25 0.218
N 2.27 0.26 0.04 -0.175
N 1.14 0.91 -0.32 -0.211
O -3.03 -1.36 0.05 -0.745
O 3.61 -1.52 0.28 -0.656
```


<2>
The molecule C8H12N2O2. Source: the Open Molecules 2025 dataset; level of theory: wB97M-V/def2-TZVPD.

HOMO level	-8.6	eV
Kohn-Sham gap	8.47	eV
structure (SMILES)	CN(C)[C@]1(C(=O)O)CC=CC=N1

Structure (XYZ):
```
24
Properties=species:S:1:pos:R:3:nbo_charge:R:1
C 2.00 -1.79 -0.08 -0.306
C 0.76 -2.05 -0.49 -0.104
C 2.31 -0.35 0.03 0.135
C -0.25 1.61 -1.43 0.807
C -0.10 -1.06 -1.14 -0.521
C 0.00 0.34 -0.43 0.187
C -2.12 1.14 0.54 -0.408
C -0.53 -0.16 1.86 -0.393
N 1.46 0.59 -0.13 -0.472
N -0.75 0.67 0.71 -0.472
O 0.65 2.52 -1.16 -0.693
O -1.12 1.71 -2.25 -0.597
H 2.62 -2.53 0.40 0.227
H 0.41 -3.04 -0.41 0.209
H 3.28 -0.06 -0.05 0.184
H 0.17 -0.83 -2.28 0.268
H -1.19 -1.42 -1.15 0.242
H -2.25 2.16 0.12 0.220
H -2.72 0.51 -0.10 0.185
H -2.66 1.09 1.58 0.202
H 0.49 -0.20 2.17 0.199
H -1.17 0.24 2.69 0.210
H -0.73 -1.15 1.59 0.165
H 1.44 2.08 -0.60 0.525
```


Most stable to least stable: <2>, <1>


<1>
A structure of composition C3H7IN. Source: the Open Molecules 2025 dataset; level of theory: wB97M-V/def2-TZVPD.

HOMO level	-14.0	eV
Kohn-Sham gap	8.48	eV
total charge	+1

Structure (XYZ):
```
12
Properties=species:S:1:pos:R:3:nbo_charge:R:1
C -0.12 -0.24 -0.05 0.438
C 0.83 -0.08 1.03 -0.617
C -0.72 1.02 -0.49 -0.738
N -0.55 -1.41 -0.48 -0.632
I 2.72 0.05 -0.08 0.242
H 0.86 0.79 1.63 0.281
H 1.06 -0.89 1.84 0.297
H -0.92 1.17 -1.64 0.280
H -0.15 1.81 -0.27 0.257
H -1.74 1.34 -0.07 0.311
H -0.01 -2.23 -0.24 0.443
H -1.26 -1.34 -1.18 0.437
```


<2>
The ion C3H7IN with charge +1. Source: the Open Molecules 2025 dataset; level of theory: wB97M-V/def2-TZVPD.

HOMO level (alpha / beta)	-13.3 / -13.2	eV
Kohn-Sham gap (alpha / beta)	8.14 / 8.38	eV
total charge	+1

Structure (XYZ):
```
12
Properties=species:S:1:pos:R:3:nbo_charge:R:1
C 1.20 -0.40 0.30 -0.217
C 0.27 0.58 -0.21 -0.315
C -0.97 -1.28 0.12 -0.283
N -0.96 0.17 0.39 -0.568
I -1.86 -2.45 1.58 0.320
H 2.14 -0.48 -0.38 0.253
H 1.28 -0.45 1.30 0.183
H 0.64 1.62 0.05 0.257
H 0.26 0.43 -1.39 0.252
H -1.18 -1.56 -0.90 0.227
H -0.87 0.27 1.40 0.440
H -1.84 0.63 0.04 0.451
```


Most stable to least stable: <1>, <2>


<1>
The molecule C2H6N4O2. Source: the Open Molecules 2025 dataset; level of theory: wB97M-V/def2-TZVPD.

HOMO level	-8.7	eV
Kohn-Sham gap	9.61	eV

Structure (XYZ):
```
14
Properties=species:S:1:pos:R:3:nbo_charge:R:1
C -1.06 -0.08 0.40 -0.136
C -0.10 -0.57 1.16 -0.031
N -1.00 0.25 -1.04 -0.449
N 1.17 0.93 -1.26 -0.258
N 1.17 -0.93 0.84 -0.346
N 0.13 0.61 -1.63 0.317
O 2.07 -0.78 2.01 -0.589
O -0.42 0.73 -3.05 -0.669
H -2.03 -0.06 0.75 0.210
H -0.44 -0.84 2.07 0.211
H -1.55 -0.41 -1.60 0.406
H 1.67 -0.27 0.19 0.401
H 2.40 -1.77 2.13 0.471
H 0.32 1.07 -3.48 0.464
```


<2>
The molecule C2H6N4O2. Source: the Open Molecules 2025 dataset; level of theory: wB97M-V/def2-TZVPD.

HOMO level	-8.8	eV
Kohn-Sham gap	9.26	eV
structure (SMILES)	C=NN=C(NO)NO

Structure (XYZ):
```
14
Properties=species:S:1:pos:R:3:nbo_charge:R:1
C -0.09 -0.24 -0.08 0.511
C 3.09 0.11 -0.09 -0.091
H -2.69 -0.71 -0.04 0.494
H -0.63 -1.95 -0.60 0.365
H -0.01 1.33 1.22 0.421
H -1.52 2.11 -1.11 0.491
H 3.86 0.95 -0.12 0.187
H 3.32 -0.95 -0.29 0.171
N -1.04 -1.08 -0.55 -0.349
N -0.50 1.02 0.17 -0.368
N 1.08 -0.72 -0.07 -0.408
N 1.90 0.31 0.30 -0.305
O -1.93 -1.10 0.56 -0.574
O -1.88 1.51 -0.18 -0.544
```


Most stable to least stable: <1>, <2>


<1>
The ion C4H7N2 with charge +1. Source: the Open Molecules 2025 dataset; level of theory: wB97M-V/def2-TZVPD.

multiplicity	3
HOMO level (alpha / beta)	-11.6 / -16.0	eV
<S²>	2.029
Kohn-Sham gap (alpha / beta)	6.86 / 7.86	eV
total charge	+1

Structure (XYZ):
```
13
Properties=species:S:1:pos:R:3:nbo_charge:R:1
C 1.15 -1.05 0.31 0.026
C -1.14 -1.36 -0.26 0.322
C 1.57 0.08 -0.23 -0.140
C -0.83 0.99 -0.13 -0.226
N 0.03 -1.78 -0.06 -0.250
N -1.49 -0.09 0.18 -0.574
H 1.78 -1.39 1.17 0.253
H -1.88 -2.07 -0.65 0.252
H 2.35 0.66 0.20 0.248
H 1.29 0.31 -1.29 0.221
H -1.06 1.87 0.58 0.238
H -0.35 1.00 -1.14 0.203
H -2.44 -0.08 0.58 0.426
```


<2>
A structure of composition C4H7N2. Source: the Open Molecules 2025 dataset; level of theory: wB97M-V/def2-TZVPD.

multiplicity	3
HOMO level (alpha / beta)	-14.2 / -14.5	eV
<S²>	2.023
Kohn-Sham gap (alpha / beta)	9.58 / 6.68	eV
total charge	+1

Structure (XYZ):
```
13
Properties=species:S:1:pos:R:3:nbo_charge:R:1
C -0.28 -1.18 1.12 0.003
C -1.52 -1.69 0.67 0.384
C -1.04 -1.53 -0.68 -0.362
C 0.37 0.59 -0.40 -0.075
N 0.60 1.36 0.72 -0.843
N 0.05 -0.76 -0.15 -0.183
H -0.08 -0.83 2.10 0.261
H -0.77 -2.52 -1.23 0.285
H -1.61 -0.82 -1.31 0.250
H 1.24 0.33 -1.06 0.219
H -0.32 1.09 -1.18 0.256
H 0.40 2.25 0.98 0.425
H 1.38 0.99 1.26 0.380
```


Most stable to least stable: <1>, <2>